Computed, not measured: a molecular structure, C48H42Cl4FMoN6O8S, with the ωB97M-V functional and the def2-TZVPD basis.

Properties
Kohn-Sham gap (alpha / beta) = 1.5 / 1.9 eV
net charge = -1
highest occupied orbital energy (alpha / beta) = -2.56 / -2.95 eV
ΔE to the lowest compared entry with this formula, charge and spin = 32.2 kcal per mole
spin multiplicity = 3

Atoms and positions in Å:
1 Mo 1.706467 -0.211578 0.912778
2 Cl 3.236833 4.849037 5.526308
3 C 2.487894 3.741581 4.500608
4 C 1.100369 3.932061 4.266819
5 Cl 0.143697 5.056195 5.172424
6 C 0.448929 3.135189 3.349220
7 Cl -1.240875 3.430596 2.958819
8 C 1.033509 1.991171 2.773299
9 O 0.480876 1.170763 1.916298
10 C 2.443472 1.655906 3.124934
11 O 2.948289 0.632720 2.542757
12 C 3.086692 2.531263 4.082161
13 Cl 4.686111 2.175598 4.663193
14 C -2.517976 -7.087221 4.178591
15 C -2.095071 -5.690593 3.755353
16 C -2.880523 -4.651503 4.212983
17 C -2.574490 -3.316727 3.911364
18 C -1.441304 -3.079221 3.166987
19 C -0.725557 -4.113309 2.583253
20 C -0.952100 -5.426290 2.978119
21 S -0.980085 -1.405771 2.720831
22 O -2.202004 -0.650800 2.591705
23 O 0.036293 -1.045355 3.643651
24 N -0.181355 -1.433667 1.196398
25 C -0.812200 -2.115971 0.222865
26 C -2.241214 -2.169033 0.109677
27 C -2.808148 -3.047915 -0.834283
28 C -1.965574 -3.937530 -1.559750
29 C -0.609539 -3.750014 -1.454330
30 N -0.038213 -2.939640 -0.559640
31 H -2.670890 -7.701143 3.247808
32 H -3.440513 -7.032905 4.811629
33 H -1.662034 -7.568775 4.693205
34 H -3.825621 -4.742564 4.711600
35 H -3.207012 -2.509669 4.248980
36 H 0.042985 -3.909607 1.875044
37 H -0.362065 -6.232670 2.548650
38 H -2.848361 -1.651586 0.845347
39 H -3.901150 -3.039830 -1.062934
40 H -2.402399 -4.637629 -2.278571
41 H 0.099155 -4.244643 -2.089370
42 F -4.166658 2.545304 -0.670629
43 C -3.027519 2.769477 -1.424203
44 C -1.880530 2.110108 -1.053813
45 C -0.756957 2.246529 -1.851258
46 C 0.501685 1.592591 -1.399427
47 O 0.369773 0.524629 -0.681249
48 C 1.679710 2.166318 -1.864726
49 C 1.655451 3.080028 -2.870219
50 N 0.502968 3.420143 -3.556632
51 C 0.870551 4.113238 -4.713441
52 C -0.138300 4.058603 -5.922489
53 C 0.119724 5.372763 -5.236856
54 C -0.762519 3.143173 -2.981886
55 C -1.960952 3.752531 -3.415873
56 C -3.141692 3.550998 -2.629181
57 N -4.420715 4.109652 -2.947994
58 C -5.087881 4.967089 -1.973650
59 C -5.569646 6.286916 -2.618890
60 N -6.072242 6.132927 -4.045332
61 C -5.212159 5.383423 -5.032509
62 C -4.854946 4.020679 -4.366051
63 C 2.932645 1.896890 -1.070614
64 O 4.014574 2.147264 -1.583538
65 O 2.762002 1.404827 0.151632
66 H -1.891705 1.494174 -0.178555
67 H 2.514888 3.673787 -3.235067
68 H 1.938173 4.317776 -4.908325
69 H -1.158666 3.591257 -5.759360
70 H 0.365262 3.908066 -6.897288
71 H -0.700362 5.744966 -4.614162
72 H 0.776045 5.956220 -5.793233
73 H -2.020371 4.503441 -4.255138
74 H -4.427470 5.212919 -1.131352
75 H -5.929195 4.366679 -1.630496
76 H -4.774755 7.046668 -2.547654
77 H -6.478926 6.603078 -2.084172
78 H -6.336913 7.032221 -4.414200
79 H -6.938766 5.627270 -4.088921
80 H -4.334540 6.007175 -5.326450
81 H -5.830816 5.070937 -5.901805
82 H -4.064350 3.498385 -4.972005
83 H -5.669241 3.343361 -4.459139
84 C 3.316810 -3.193049 -0.949137
85 C 3.577307 -1.718128 -1.055651
86 C 3.650566 -1.418590 -2.548798
87 C 4.850771 -1.379923 -0.289231
88 O 2.447992 -1.032567 -0.616256
89 H 3.996957 -3.823357 -1.577021
90 H 2.342129 -3.268322 -1.435325
91 H 3.308341 -3.496245 0.082351
92 H 4.539788 -1.764263 -3.098503
93 H 3.661665 -0.316313 -2.643414
94 H 2.739883 -1.738635 -3.081040
95 H 5.566829 -2.124003 -0.661613
96 H 4.722552 -1.620660 0.754661
97 H 5.191186 -0.373643 -0.546285
98 N 6.040892 -7.259071 6.300074
99 C 5.617221 -6.489141 5.547462
100 C 4.907436 -5.673393 4.635952
101 C 3.604865 -5.453439 4.931437
102 C 2.861815 -4.537678 4.192446
103 C 3.501324 -3.742709 3.214355
104 C 4.858354 -4.094728 2.838083
105 C 5.565290 -4.973577 3.591877
106 C 3.010725 -2.615913 2.576140
107 C 2.526880 -1.621783 2.013272
108 H 3.107599 -5.987383 5.742567
109 H 1.841065 -4.184365 4.461679
110 H 5.174674 -3.689130 1.890793
111 H 6.679152 -5.163407 3.480505

Cartesian forces (eV/Å) of the 6 atoms listed first:
Mo -0.798 2.430 1.787
Cl 0.937 0.633 0.827
C -2.485 -1.294 -0.205
C 1.452 0.203 -0.013
Cl 0.283 0.442 0.079
C -0.592 -1.746 -0.883